(1)
{"formula": "C4H2O2Sc", "method": "ωB97M-V/def2-TZVPD", "spin_multiplicity": 1, "homo_lumo_gap_ev": [5.888, 5.887], "total_charge": 3, "molar_mass_da": 127.01, "homo_ev": [-22.46, -22.46], "symbols": ["H", "O", "C", "C", "C", "C", "O", "Sc", "H"], "xyz": [[-0.143, 0.528, -2.491], [2.502, -0.163, -2.059], [1.439, 0.169, -1.811], [0.095, -0.088, -1.479], [-0.289, 0.040, -0.234], [-0.625, 0.195, 1.060], [-0.933, -0.743, 1.868], [-1.566, -1.162, 3.712], [-0.480, 1.224, 1.433]]}

***

(2)
{"formula": "C4H2O5Sc", "method": "ωB97M-V/def2-TZVPD", "spin_multiplicity": 1, "homo_lumo_gap_ev": 10.559, "total_charge": 3, "molar_mass_da": 175.01, "homo_ev": -28.18, "symbols": ["Sc", "O", "C", "C", "O", "C", "O", "C", "O", "O", "H", "H"], "xyz": [[-0.024, -0.028, 0.110], [-0.549, 3.124, -0.009], [-0.369, 1.954, -0.030], [1.857, -0.703, -0.033], [2.976, -1.084, -0.011], [-1.524, -1.279, 0.014], [-2.431, -2.040, -0.011], [-0.001, 0.000, -1.990], [0.000, 0.001, -3.166], [0.641, 0.526, 2.225], [0.799, -0.354, 2.416], [-0.182, 0.877, 2.413]]}

***

(3)
{"formula": "C4H2OS", "method": "ωB97M-V/def2-TZVPD", "spin_multiplicity": 1, "homo_lumo_gap_ev": 10.128, "molar_mass_da": 98.13, "homo_ev": -9.82, "smiles": "C#C[C@@H]1SC1=O", "symbols": ["C", "C", "C", "C", "O", "S", "H", "H"], "xyz": [[-0.951, 0.136, 0.892], [1.308, -0.165, -0.420], [0.097, -0.002, 0.345], [2.421, 0.596, 0.017], [2.958, 1.595, 0.198], [2.857, -1.086, 0.079], [-1.890, 0.563, 1.128], [1.066, -0.106, -1.409]]}

***

(4)
{"formula": "C4H2S", "method": "ωB97M-V/def2-TZVPD", "spin_multiplicity": 1, "homo_lumo_gap_ev": 8.058, "molar_mass_da": 82.13, "homo_ev": -9.19, "symbols": ["C", "C", "C", "C", "S", "H", "H"], "xyz": [[0.842, -0.679, -0.059], [1.931, -1.355, -0.049], [-0.630, -0.454, -0.118], [-0.646, 0.919, -0.078], [1.109, 1.116, -0.056], [-1.258, -1.134, 0.226], [-1.348, 1.586, 0.133]]}

***

(5)
{"formula": "C4H2S3", "method": "ωB97M-V/def2-TZVPD", "spin_multiplicity": 1, "homo_lumo_gap_ev": [4.256, 4.258], "total_charge": -2, "molar_mass_da": 146.26, "homo_ev": [1.57, 1.57], "symbols": ["C", "C", "C", "C", "S", "S", "S", "H", "H"], "xyz": [[-0.400, -0.822, -0.116], [-0.708, 0.512, -0.067], [-1.185, -1.879, -0.546], [-3.392, 0.067, 0.236], [-1.245, -3.426, 0.032], [-5.020, 0.413, 0.112], [-2.265, 1.285, -0.275], [0.680, -1.028, -0.025], [0.065, 1.260, 0.070]]}

***

(6)
{"formula": "C4H2Si", "method": "ωB97M-V/def2-TZVPD", "spin_multiplicity": 1, "homo_lumo_gap_ev": [6.267, 6.391], "molar_mass_da": 78.15, "homo_ev": [-8.58, -8.93], "symbols": ["C", "C", "C", "C", "Si", "H", "H"], "xyz": [[1.963, -0.041, 0.071], [3.234, -0.060, -0.086], [0.992, 2.112, 0.174], [4.495, -0.430, -0.003], [0.177, 0.449, -0.079], [-0.327, -0.230, -1.439], [-0.491, 0.236, 1.282]]}

***

(7)
{"formula": "C4H30N2O12", "method": "ωB97M-V/def2-TZVPD", "spin_multiplicity": 1, "homo_lumo_gap_ev": 8.856, "molar_mass_da": 298.29, "homo_ev": -8.87, "smiles": "C[C@@H](CN)NC(=O)O.O.O.O.O.O.O.O.O.O.O", "symbols": ["C", "N", "C", "C", "N", "C", "O", "O", "H", "H", "H", "H", "H", "H", "H", "H", "H", "H", "H", "H", "O", "H", "H", "O", "H", "H", "O", "H", "H", "O", "H", "H", "O", "H", "H", "O", "H", "H", "O", "H", "H", "O", "H", "H", "O", "H", "H", "O"], "xyz": [[-0.235, -0.482, -1.164], [0.752, -0.462, -0.096], [-1.722, -0.626, -0.734], [-2.575, -0.522, -2.015], [-2.160, 0.460, 0.156], [-1.948, 0.390, 1.479], [-2.459, 1.447, 2.149], [-1.569, -0.580, 2.139], [-0.060, -1.409, -1.713], [-0.039, 0.457, -1.683], [0.517, 0.084, 0.717], [1.065, -1.379, 0.189], [-1.898, -1.602, -0.297], [-3.596, -0.294, -1.740], [-2.453, -1.416, -2.621], [-2.150, 0.294, -2.605], [-2.185, 1.334, -0.351], [-2.141, 1.366, 3.054], [1.653, -4.153, -1.123], [2.873, -4.818, -1.697], [2.136, -4.247, -1.940], [-2.712, -2.010, 1.377], [-2.670, -3.022, 2.518], [-3.072, -2.869, 1.656], [-1.666, -3.641, 0.552], [-1.115, -4.971, 0.608], [-0.804, -4.079, 0.409], [3.585, 1.717, 0.438], [2.678, 0.447, 0.405], [3.174, 1.044, 0.986], [1.554, 0.522, -2.729], [2.444, 1.222, -3.681], [1.680, 1.400, -3.117], [3.108, 2.470, 4.427], [3.148, 1.582, 3.156], [2.719, 2.350, 3.555], [0.634, 2.126, 1.888], [0.096, 2.718, 0.508], [-0.048, 2.087, 1.208], [1.840, 4.433, -2.862], [1.428, 4.933, -1.493], [1.075, 4.499, -2.280], [-1.005, 3.070, -2.305], [0.266, 2.687, -1.412], [-0.670, 2.554, -1.574], [1.589, -1.625, 2.849], [0.143, -1.414, 2.262], [0.796, -2.073, 2.549]]}

***

(8)
{"formula": "C4H30NO11S2", "method": "ωB97M-V/def2-TZVPD", "spin_multiplicity": 1, "homo_lumo_gap_ev": 8.031, "total_charge": -1, "molar_mass_da": 332.41, "homo_ev": -5.53, "symbols": ["S", "S", "C", "C", "C", "O", "N", "C", "H", "H", "H", "H", "H", "H", "H", "H", "H", "H", "H", "H", "O", "H", "H", "O", "H", "H", "O", "H", "H", "O", "H", "H", "O", "H", "H", "O", "H", "H", "O", "H", "H", "O", "H", "H", "O", "H", "H", "O"], "xyz": [[3.637, -0.862, -2.491], [3.507, 1.167, -2.454], [2.177, 1.868, -1.202], [1.673, 0.869, -0.184], [0.275, 0.141, -0.557], [0.491, -1.169, -0.720], [1.586, 1.484, 1.185], [1.505, 0.624, 2.394], [2.398, -1.255, -2.285], [1.141, 2.088, -1.758], [2.655, 2.735, -0.764], [2.428, 0.131, -0.134], [-0.347, 0.298, 0.378], [-0.030, 0.533, -1.520], [0.796, 2.131, 1.212], [2.569, 0.493, 2.794], [0.946, 1.338, 3.144], [0.975, -0.355, 2.374], [1.282, -3.017, -0.020], [2.637, -2.189, -0.117], [2.368, -3.159, -0.042], [-3.559, -0.589, 3.028], [-4.513, -0.342, 1.954], [-4.360, -0.120, 2.919], [-0.445, -2.014, -0.619], [-2.036, -2.790, -0.603], [-1.149, -2.927, -0.156], [-2.793, 1.289, 1.721], [-2.569, 1.273, 0.099], [-2.573, 1.901, 0.909], [-2.936, 0.681, -1.997], [-2.299, -0.748, -1.690], [-2.472, 0.179, -1.322], [-0.888, 2.852, 3.344], [-0.172, 1.699, 4.160], [-0.680, 2.497, 4.289], [-3.611, -0.510, -0.171], [-3.643, -1.615, 0.994], [-4.103, -1.001, 0.415], [-1.894, -2.753, -2.473], [-0.783, -1.797, -2.030], [-1.529, -1.897, -2.512], [-2.527, -2.708, 2.931], [-1.645, -2.762, 1.447], [-2.476, -2.483, 2.035], [-0.447, 3.909, 0.002], [-1.522, 3.159, 1.038], [-0.810, 3.750, 0.893]]}

***

(9)
{"formula": "C4H30O12", "method": "ωB97M-V/def2-TZVPD", "spin_multiplicity": 2, "homo_lumo_gap_ev": [2.186, 9.165], "total_charge": -1, "molar_mass_da": 270.27, "homo_ev": [0.40, -6.62], "s2": 0.75, "symbols": ["C", "C", "O", "C", "C", "H", "H", "H", "H", "H", "H", "H", "H", "H", "H", "O", "H", "H", "O", "H", "H", "O", "H", "H", "O", "H", "H", "O", "H", "H", "O", "H", "H", "O", "H", "H", "O", "H", "H", "O", "H", "H", "O", "H", "H", "O"], "xyz": [[1.343, -2.296, -1.707], [-1.613, -1.152, 0.446], [-2.666, -0.254, 0.165], [-0.701, -1.316, -0.759], [0.258, -2.237, -0.704], [2.229, -1.817, -1.255], [1.705, -3.276, -2.016], [1.257, -1.600, -2.544], [-1.056, -0.789, 1.296], [-1.995, -2.156, 0.679], [-3.050, -0.268, -0.725], [-0.733, -0.519, -1.494], [0.340, -2.872, 0.173], [-2.676, -0.798, 3.860], [-1.084, -1.015, 3.408], [-1.802, -0.450, 3.705], [1.763, -1.282, 3.102], [0.958, -0.392, 2.070], [1.108, -1.286, 2.392], [-1.765, 3.595, -2.780], [-0.607, 2.997, -3.540], [-1.359, 2.754, -2.990], [-3.844, 0.486, -3.085], [-2.391, 0.420, -2.712], [-3.248, 0.010, -2.509], [3.963, -1.911, 1.803], [2.423, -2.437, 1.859], [3.313, -2.460, 2.239], [-1.364, -2.293, -3.002], [-2.659, -1.719, -3.402], [-1.835, -2.030, -3.808], [-1.971, 4.030, 0.652], [-0.625, 3.847, 0.084], [-1.405, 4.397, -0.048], [0.448, 2.361, 1.110], [1.783, 2.904, 1.666], [1.385, 2.160, 1.191], [-2.474, 1.936, 2.365], [-2.255, 1.744, 0.874], [-1.974, 2.280, 1.627], [4.230, 0.694, 2.148], [2.553, 0.842, 1.804], [3.298, 0.619, 2.320], [3.934, 0.824, -1.010], [4.864, -0.190, -1.681], [4.000, -0.085, -1.267]]}

***

(10)
{"formula": "C4H31NO15", "method": "ωB97M-V/def2-TZVPD", "spin_multiplicity": 1, "homo_lumo_gap_ev": 9.722, "molar_mass_da": 333.28, "homo_ev": -9.71, "symbols": ["C", "C", "C", "O", "N", "C", "O", "O", "H", "H", "H", "H", "H", "H", "H", "H", "H", "O", "H", "H", "O", "H", "H", "O", "H", "H", "O", "H", "H", "O", "H", "H", "O", "H", "H", "O", "H", "H", "O", "H", "H", "O", "H", "H", "O", "H", "H", "O", "H", "H", "O"], "xyz": [[1.517, 1.033, 0.442], [2.802, 0.298, 0.899], [2.519, -0.613, 2.090], [1.494, -1.254, 2.039], [0.375, 0.199, 0.228], [-0.832, 0.718, -0.038], [-0.761, 2.078, -0.335], [-1.913, 0.145, -0.133], [1.814, 1.608, -0.457], [1.249, 1.714, 1.272], [3.109, -0.366, 0.060], [3.574, 1.051, 1.159], [3.377, -0.774, 2.738], [0.425, -0.799, 0.328], [-1.558, 2.261, -0.878], [-0.870, -2.620, 2.297], [-1.383, -1.738, 1.247], [-1.720, -2.287, 1.977], [-1.477, -1.502, -3.505], [-2.273, -1.811, -2.120], [-1.828, -2.155, -2.895], [1.813, -3.715, -2.698], [1.692, -2.963, -1.424], [2.177, -2.927, -2.280], [-2.170, 1.010, -2.856], [-3.505, 1.412, -2.110], [-2.833, 1.721, -2.722], [-0.464, -3.384, -0.724], [0.149, -2.046, -0.968], [0.295, -2.846, -0.436], [1.854, 0.071, 4.221], [1.957, 1.477, 4.212], [2.581, 0.718, 4.223], [1.681, -1.367, -4.083], [2.277, -1.078, -2.764], [1.761, -0.641, -3.457], [0.779, 3.794, -2.393], [1.357, 3.157, -3.536], [0.915, 2.894, -2.717], [-0.187, 1.436, -2.653], [0.058, -0.069, -2.958], [-0.535, 0.542, -2.489], [-0.236, -0.136, 2.618], [-1.396, 0.650, 3.128], [-0.577, 0.234, 3.432], [-3.758, -0.425, 2.212], [-3.486, 0.251, 3.590], [-3.611, 0.423, 2.648], [-1.728, 2.374, 1.555], [-2.602, 1.772, 2.514], [-1.896, 2.475, 2.497]]}

***

(11)
{"formula": "C4H31NO15", "method": "ωB97M-V/def2-TZVPD", "spin_multiplicity": 1, "homo_lumo_gap_ev": 10.683, "molar_mass_da": 333.28, "homo_ev": -10.59, "symbols": ["C", "N", "C", "C", "C", "O", "O", "O", "H", "H", "H", "H", "H", "H", "H", "H", "H", "O", "H", "H", "O", "H", "H", "O", "H", "H", "O", "H", "H", "O", "H", "H", "O", "H", "H", "O", "H", "H", "O", "H", "H", "O", "H", "H", "O", "H", "H", "O", "H", "H", "O"], "xyz": [[1.730, -2.990, -2.506], [1.145, -2.013, -1.695], [3.103, -0.367, -2.023], [1.689, -0.606, -1.569], [1.524, -0.285, -0.055], [1.561, -1.403, 0.671], [1.467, 0.851, 0.419], [2.390, -2.842, -3.530], [1.424, -3.999, -2.156], [0.908, -2.464, -0.842], [3.900, -0.864, -1.458], [3.190, 0.712, -1.757], [3.440, -0.445, -3.067], [1.148, 0.048, -2.247], [0.454, -2.778, 2.792], [-3.584, 0.570, -1.645], [-3.042, 0.175, -0.324], [-2.782, 0.197, -1.282], [0.556, 0.690, -4.798], [-0.239, 1.698, -5.604], [-0.212, 1.267, -4.726], [-1.509, 1.415, -1.091], [-0.679, 2.098, -2.119], [-0.947, 2.251, -1.200], [1.446, -1.347, 1.705], [-0.277, -1.517, 2.765], [0.577, -1.859, 3.088], [0.028, 4.019, -0.846], [1.245, 4.709, -0.222], [0.299, 4.782, -0.315], [-2.137, 1.326, 1.395], [-3.641, 1.522, 1.665], [-3.045, 0.898, 1.248], [-0.642, 0.798, 4.590], [0.026, 0.078, 5.617], [-0.804, -0.040, 5.095], [-1.877, -2.950, 2.710], [-2.454, -3.946, 1.662], [-1.728, -3.782, 2.261], [0.744, -1.112, -4.957], [2.181, -1.464, -4.468], [1.597, -0.722, -4.770], [-0.909, 2.385, 0.474], [0.119, 1.592, 1.329], [-0.657, 2.189, 1.401], [-2.173, -0.757, 4.121], [-2.880, -0.791, 2.695], [-2.168, -1.199, 3.187], [0.827, 1.630, 3.271], [-0.440, 2.645, 3.297], [0.107, 1.999, 3.809]]}

***

(12)
{"formula": "C4H32BO24", "method": "ωB97M-V/def2-TZVPD", "spin_multiplicity": 1, "homo_lumo_gap_ev": 9.905, "total_charge": -1, "molar_mass_da": 475.09, "homo_ev": -8.21, "symbols": ["O", "C", "O", "B", "O", "C", "O", "O", "C", "O", "C", "O", "O", "O", "H", "H", "O", "H", "H", "O", "H", "H", "O", "H", "H", "O", "H", "H", "O", "H", "H", "O", "H", "H", "O", "H", "H", "O", "H", "H", "O", "H", "H", "O", "H", "H", "O", "H", "H", "O", "H", "H", "O", "H", "H", "O", "H", "H", "O", "H", "H"], "xyz": [[3.302, 0.117, 1.053], [2.080, 0.156, 0.746], [1.558, 0.239, -0.511], [0.113, 0.393, -0.391], [-0.218, 0.319, 1.054], [0.835, 0.019, 1.725], [0.988, -0.319, 2.920], [-0.546, -0.661, -1.197], [-1.297, -0.129, -2.102], [-2.039, -0.685, -2.865], [-1.154, 1.412, -1.976], [-0.367, 1.625, -1.007], [-1.873, 2.223, -2.590], [-0.564, 1.726, -5.096], [-1.268, 2.322, -5.355], [-1.000, 1.052, -4.575], [-2.312, 2.158, 2.095], [-1.367, 2.125, 1.944], [-2.654, 2.666, 1.359], [-3.220, 4.701, -3.899], [-2.431, 4.344, -4.307], [-2.894, 5.264, -3.197], [-4.751, 2.847, -2.285], [-4.763, 2.083, -2.861], [-4.151, 3.460, -2.711], [-3.234, -0.517, 1.308], [-2.873, 0.213, 1.811], [-3.971, -0.137, 0.830], [-1.933, -1.980, -5.433], [-2.295, -1.397, -4.766], [-2.494, -2.755, -5.403], [1.557, -1.846, 6.361], [2.277, -1.218, 6.301], [1.094, -1.760, 5.528], [-2.213, -2.833, 0.391], [-2.569, -2.022, 0.753], [-1.281, -2.804, 0.605], [1.230, 1.346, 5.872], [1.748, 1.468, 5.077], [0.357, 1.113, 5.557], [4.256, -2.700, -0.210], [4.192, -1.895, 0.305], [4.685, -3.325, 0.374], [3.597, -2.178, 3.738], [2.673, -2.387, 3.604], [3.705, -1.311, 3.349], [5.021, 1.537, 2.817], [4.452, 1.078, 2.199], [5.691, 1.946, 2.269], [0.059, -3.567, -2.459], [-0.420, -3.814, -3.250], [-0.020, -2.614, -2.419], [-0.191, 4.602, -3.889], [-0.676, 4.138, -3.206], [0.646, 4.822, -3.481], [0.632, -3.169, 3.305], [1.331, -3.814, 3.192], [0.681, -2.622, 2.521], [1.377, -2.987, 0.547], [0.772, -2.724, -0.146], [2.134, -3.343, 0.082]]}